(1)
{
  "formula": "C5H6AgO4",
  "method": "wB97M-V/def2-TZVPD",
  "e_above_lowest_kcal_mol": 0.2,
  "spin_multiplicity": 3,
  "total_charge": 1,
  "largest_force_ev_per_a": 3.3,
  "gap_ev": [9.382, 7.431],
  "homo_energy_ev": [-13.54, -14.45],
  "s_squared": 2.016,
  "symbols": ["C", "H", "H", "C", "H", "H", "C", "C", "O", "C", "O", "O", "O", "H", "H", "Ag"],
  "coordinates": [[0.90739, 0.72714, -3.58030], [0.82142, 1.82154, -3.58097], [0.46303, 0.23956, -4.45940], [1.50916, 0.04358, -2.58976], [1.47990, -1.05006, -2.71202], [-0.14118, 2.78420, 0.60432], [0.43349, 1.84731, 0.64525], [-0.21469, 0.67886, 1.11168], [-1.49796, 0.77026, 1.42585], [-1.90609, 0.30580, 2.65615], [-1.17178, -0.15391, 3.47646], [-3.19732, 0.50110, 2.71430], [1.66243, 1.85240, 0.38220], [0.27770, -0.29472, 1.19102], [-3.55480, 0.16551, 3.54889], [2.69798, 0.98527, -1.10748]],
  "atomic_forces_ev_per_a": [[0.730, 0.534, 1.555], [-0.107, -0.344, 0.044], [0.404, -0.110, 0.325], [-1.294, -0.190, -2.977], [0.390, 0.127, 1.097], [0.088, -0.184, 0.050], [0.323, -0.104, 0.278], [0.286, -0.311, -0.260], [-0.097, 0.645, -0.211], [0.156, -0.653, 0.827], [-0.080, 0.154, -0.467], [-0.458, 0.082, -0.241], [-1.278, 0.826, 1.009], [0.005, 0.383, 0.206], [0.152, -0.011, 0.090], [0.780, -0.843, -1.327]]
}


(2)
{
  "formula": "C5H6AgO4",
  "method": "wB97M-V/def2-TZVPD",
  "e_above_lowest_kcal_mol": 4.5,
  "spin_multiplicity": 2,
  "total_charge": 2,
  "largest_force_ev_per_a": 2.7,
  "gap_ev": [11.092, 8.162],
  "homo_energy_ev": [-19.68, -19.89],
  "s_squared": 0.758,
  "symbols": ["O", "C", "O", "O", "C", "C", "Ag", "H", "H", "H", "H", "C", "C", "O", "H", "H"],
  "coordinates": [[2.79780, 1.15474, -0.72754], [2.24065, 0.29158, 0.01340], [2.84170, -0.13603, 1.04108], [1.05409, -0.19465, -0.26953], [0.13056, -0.40059, 0.80656], [-1.16835, -0.89639, 0.21580], [4.39404, 1.11323, 0.55656], [0.01947, 0.53195, 1.37498], [0.52946, -1.16237, 1.48741], [-1.04869, -1.95249, -0.05645], [-2.61535, -0.62183, -1.44749], [-2.03888, 1.19489, -0.61298], [-1.69744, -0.17103, -1.03334], [-2.39258, 2.22277, -0.36110], [-2.11071, -0.93121, 0.83433], [-0.93574, -0.04259, -1.82170]],
  "atomic_forces_ev_per_a": [[-0.782, -0.488, -0.181], [-1.683, -1.075, -0.079], [-0.114, 0.085, 0.123], [0.388, 0.986, -1.085], [-0.457, -0.250, 1.458], [-1.705, -1.377, -0.196], [2.522, 0.883, 0.604], [0.059, -0.049, -0.176], [-0.188, 0.198, -0.113], [0.058, 0.243, -0.251], [0.200, 0.200, 0.124], [-0.937, 0.243, -0.932], [0.814, 0.961, 0.009], [0.500, -0.626, 0.134], [1.606, 0.126, 0.518], [-0.281, -0.058, 0.042]]
}


(3)
{
  "formula": "C5H6AlCl2CoO4",
  "method": "wB97M-V/def2-TZVPD",
  "e_above_lowest_kcal_mol": 47.4,
  "spin_multiplicity": 5,
  "total_charge": 4,
  "largest_force_ev_per_a": 12.6,
  "gap_ev": [7.736, 2.957],
  "homo_energy_ev": [-25.24, -25.24],
  "s_squared": 6.012,
  "symbols": ["Al", "Co", "Cl", "Cl", "C", "C", "C", "O", "O", "O", "C", "C", "O", "H", "H", "H", "H", "H", "H"],
  "coordinates": [[-0.77121, 2.47914, -0.94903], [0.45602, -0.66534, -0.31078], [-0.14458, 4.31434, -0.19742], [0.89033, 1.01512, -1.72436], [-0.08494, -2.01500, -1.29795], [-2.72368, 3.40733, -1.16955], [-0.82426, 2.80605, -3.05778], [-0.54409, -2.81544, -2.01757], [-3.35894, 4.37671, -1.29999], [-1.02819, 2.74698, -4.19776], [2.32690, -0.95085, 3.44968], [1.71033, -1.41656, 2.13558], [0.87351, -0.42037, 1.53963], [2.80518, 0.02974, 3.40348], [3.11014, -1.66663, 3.71187], [1.56766, -0.98126, 4.23443], [2.43779, -1.63106, 1.35286], [1.05936, -2.27937, 2.26688], [0.33750, 0.09980, 2.16745]],
  "atomic_forces_ev_per_a": [[0.436, 3.072, -1.596], [1.346, 3.638, 1.331], [0.124, -1.277, 0.266], [-0.586, -0.190, 1.140], [-4.540, -9.194, -7.385], [-3.648, 5.308, -0.299], [-1.506, -0.460, -6.490], [2.874, 4.779, 4.343], [3.268, -5.701, 0.670], [1.231, 0.578, 5.806], [0.009, -2.255, -2.752], [2.034, 3.899, 1.325], [0.036, -0.315, 0.538], [-0.737, 1.504, -0.113], [-0.282, -1.108, 0.519], [-0.155, 0.385, 2.025], [0.471, -1.001, -0.399], [-0.457, -1.785, 0.673], [0.082, 0.123, 0.400]]
}


(4)
{
  "formula": "C5H6B3ClF5O7S",
  "method": "wB97M-V/def2-TZVPD",
  "spin_multiplicity": 1,
  "total_charge": -1,
  "largest_force_ev_per_a": 1.7,
  "gap_ev": 8.269,
  "homo_energy_ev": -6.05,
  "symbols": ["O", "C", "Cl", "C", "B", "O", "B", "F", "O", "B", "C", "C", "F", "O", "H", "H", "H", "H", "H", "H", "C", "F", "F", "F", "S", "O", "O", "O"],
  "coordinates": [[1.51395, 0.08322, 1.99586], [1.54522, -0.51050, 0.95578], [3.05023, -1.35457, 0.42246], [0.43215, -0.62182, -0.05452], [-0.40215, 0.70851, -0.13203], [-0.87106, 1.44011, 0.94776], [-0.39379, 2.72717, 0.84564], [-0.01932, 3.33248, 1.94233], [-0.28199, 3.36780, -0.36286], [0.05957, 2.48889, -1.38463], [1.20120, 2.74345, -2.43907], [2.33170, 3.55319, -1.84106], [1.92059, 4.85496, -1.63935], [-0.62118, 1.27709, -1.38970], [0.91369, -0.75307, -1.01107], [-0.15349, -1.50437, 0.19896], [0.84851, 3.19439, -3.35531], [1.61088, 1.76431, -2.66306], [3.20388, 3.57132, -2.48069], [2.63504, 3.15303, -0.88065], [-2.65510, -4.26728, 2.32864], [-2.17801, -5.34218, 2.97037], [-3.98836, -4.39115, 2.28393], [-2.38143, -3.19732, 3.08924], [-1.93164, -4.10629, 0.64365], [-2.32811, -5.33118, -0.00903], [-0.50877, -3.97623, 0.89607], [-2.55221, -2.90397, 0.12232]],
  "atomic_forces_ev_per_a": [[0.396, -0.822, -1.216], [-0.508, 0.685, 1.222], [-0.077, 0.108, 0.162], [0.619, 0.579, 0.315], [-1.518, -0.693, -0.101], [1.073, -0.121, -0.206], [-1.037, -0.167, 0.299], [0.055, 0.642, 0.592], [1.134, -0.110, -0.094], [-1.194, 0.236, -0.835], [0.078, 0.054, 0.890], [-0.204, -0.084, -0.154], [0.000, 0.495, 0.013], [1.231, -0.066, 0.193], [-0.155, -0.438, -0.395], [-0.256, -0.329, 0.013], [-0.099, 0.120, -0.348], [-0.007, -0.297, -0.343], [0.249, 0.078, -0.271], [0.091, -0.104, 0.326], [0.053, 0.045, -0.039], [0.074, -0.140, 0.061], [-0.170, -0.013, -0.032], [0.042, 0.131, 0.064], [0.269, 0.058, -0.661], [-0.107, -0.121, 0.154], [0.022, 0.118, 0.211], [-0.054, 0.157, 0.180]]
}


(5)
{
  "formula": "C5H6BeO4",
  "method": "wB97M-V/def2-TZVPD",
  "e_above_lowest_kcal_mol": 51.8,
  "spin_multiplicity": 2,
  "total_charge": 1,
  "largest_force_ev_per_a": 4.6,
  "gap_ev": [7.776, 6.934],
  "homo_energy_ev": [-13.15, -13.14],
  "s_squared": 0.754,
  "symbols": ["O", "C", "C", "O", "Be", "H", "H", "C", "C", "O", "C", "O", "H", "H", "H", "H"],
  "coordinates": [[1.83405, -0.00831, 0.04719], [2.23570, 1.06862, -0.52679], [1.66388, 2.35934, -0.38093], [0.63202, 2.60986, 0.31541], [0.23147, 1.03822, 1.20264], [3.13436, 0.97784, -1.14549], [2.25004, 3.19704, -0.78264], [-2.79034, -1.26632, -0.94624], [-1.86146, -1.20593, 0.00100], [-0.65186, -0.58880, -0.26129], [0.28343, -0.49236, 0.71465], [0.47012, -1.67617, 1.31582], [-2.61162, -0.88299, -1.95162], [-1.97944, -1.64641, 0.99066], [-3.64768, -1.92278, -0.80208], [0.80733, -1.56085, 2.20971]],
  "atomic_forces_ev_per_a": [[-0.425, -0.673, -0.268], [0.257, 0.495, -0.609], [1.302, -0.013, -0.297], [-1.189, -2.842, 2.182], [0.705, 4.394, -1.310], [-0.145, -0.016, 0.222], [-0.507, -0.167, -0.162], [0.674, -0.547, -0.086], [-1.303, -0.801, -0.101], [1.763, 0.811, -0.881], [-1.844, -2.178, 1.855], [0.219, 0.927, -0.927], [-0.060, 0.020, 0.349], [0.216, 0.101, -0.284], [0.045, 0.560, 0.195], [0.291, -0.073, 0.123]]
}


(6)
{
  "formula": "C5H6Br2N2O2",
  "method": "wB97M-V/def2-TZVPD",
  "e_above_lowest_kcal_mol": 129.8,
  "spin_multiplicity": 1,
  "largest_force_ev_per_a": 2.5,
  "gap_ev": [6.091, 8.457],
  "homo_energy_ev": [-7.11, -8.92],
  "symbols": ["C", "C", "C", "C", "C", "N", "N", "O", "O", "Br", "Br", "H", "H", "H", "H", "H", "H"],
  "coordinates": [[1.33260, 0.31992, 0.02597], [1.03922, -0.65215, 0.86426], [0.39970, 1.03492, -0.85353], [-1.32092, -0.73372, -0.68047], [1.95064, -1.21273, 1.87256], [-0.95659, 0.50544, -1.03024], [-2.01336, 1.46406, -1.18616], [0.64123, 2.01584, -1.49427], [-2.47967, -0.99869, -0.11545], [-0.53739, -2.29512, -1.54348], [1.87070, -0.08642, 3.50996], [2.34787, 0.60515, 0.10655], [2.95056, -1.32185, 1.32781], [1.89757, -2.26884, 2.24599], [-2.35364, 1.77265, -2.08162], [-1.53845, 2.21723, -0.69978], [-3.23008, -0.36567, -0.26811]],
  "atomic_forces_ev_per_a": [[-0.876, -0.826, 0.462], [-1.597, -0.130, 0.069], [-0.997, -0.816, -1.110], [1.000, -0.889, 1.514], [1.521, -1.559, -0.416], [0.207, 0.097, -0.975], [0.883, -0.022, 2.335], [0.568, 0.930, 0.163], [-1.330, -0.078, -0.085], [-0.321, 0.326, -0.219], [0.381, -0.449, -0.767], [0.983, 1.127, -0.549], [-0.578, 1.032, 1.182], [-1.055, 1.045, -0.368], [0.957, -0.484, -0.859], [-1.093, 0.825, -0.308], [1.346, -0.129, -0.068]]
}


(7)
{
  "formula": "C5H6BrINO",
  "method": "wB97M-V/def2-TZVPD",
  "e_above_lowest_kcal_mol": 15.2,
  "spin_multiplicity": 1,
  "total_charge": 1,
  "largest_force_ev_per_a": 3.2,
  "smiles": "[NH3+][C@@]1(I)C=CC(Br)=CO1",
  "gap_ev": 8.761,
  "homo_energy_ev": -12.80,
  "symbols": ["C", "C", "C", "C", "C", "N", "O", "Br", "I", "H", "H", "H", "H", "H", "H"],
  "coordinates": [[-1.17572, -0.06923, -1.15986], [0.14577, 0.06128, -1.14688], [-1.21226, 0.60120, 1.11296], [-1.98749, 0.26578, 0.07399], [0.81798, 0.43634, 0.11737], [1.71277, -0.99442, 0.33582], [0.14938, 0.65743, 1.25835], [-3.85794, 0.49432, 0.04699], [2.36896, 1.97800, 0.01474], [-1.55560, -0.53880, -2.05678], [0.70605, 0.04633, -2.07358], [-1.73941, 0.92410, 1.99622], [1.31760, -1.40249, 1.15827], [2.63422, -0.70800, 0.66057], [1.67570, -1.75184, -0.33821]],
  "atomic_forces_ev_per_a": [[-1.108, -0.536, 0.687], [-0.568, 1.474, 0.483], [-2.858, 0.359, 1.389], [2.482, -0.213, -1.674], [2.443, -0.612, -1.476], [0.040, 1.056, 1.592], [-0.917, -0.721, -1.119], [0.677, -0.252, 0.051], [-0.297, -0.403, -0.201], [-0.760, 0.481, -0.022], [0.305, -0.391, 0.277], [0.466, 0.099, 0.437], [-0.708, -0.397, 0.989], [0.512, -0.308, -0.622], [0.289, 0.364, -0.792]]
}


(8)
{
  "formula": "C5H6BrN",
  "method": "wB97M-V/def2-TZVPD",
  "e_above_lowest_kcal_mol": 73.8,
  "spin_multiplicity": 3,
  "largest_force_ev_per_a": 3.2,
  "gap_ev": [7.462, 7.968],
  "homo_energy_ev": [-6.65, -9.22],
  "s_squared": 2.026,
  "symbols": ["C", "C", "C", "C", "C", "N", "Br", "H", "H", "H", "H", "H", "H"],
  "coordinates": [[-1.13691, -2.79024, 0.65995], [-0.08307, 1.04422, -0.03223], [0.66604, 0.10788, 0.41914], [-0.24985, -2.15668, -0.13311], [0.41598, 2.48709, -0.24805], [-1.77536, -2.12137, -0.21292], [2.45994, 0.05247, 0.75811], [-1.33496, -3.33388, 1.48519], [-1.02448, 0.86632, -0.56783], [0.38299, -2.43973, -0.88605], [-0.17161, 3.34177, 0.06603], [1.50858, 2.60458, 0.00144], [0.34269, 2.33758, -1.30966]],
  "atomic_forces_ev_per_a": [[1.002, 1.127, -1.035], [-0.930, 2.250, -0.170], [0.811, -0.222, 0.464], [-2.088, -0.820, 0.781], [1.259, -1.287, -0.346], [-0.241, 0.862, -0.818], [0.423, -0.142, 0.403], [-0.718, -1.942, 2.498], [0.051, -0.353, 0.783], [1.668, -0.448, -1.701], [-0.280, -0.269, 0.234], [-1.284, -0.073, -0.047], [0.327, 1.315, -1.046]]
}


no.,E_tot (eV)
1,-17459.58036
2,-17450.15103
3,-82686.47108
4,-58600.99444
5,-13862.84843
6,-152436.67719
7,-86953.82848
8,-76806.36905